ORCA calculation (ωB97M-V/def2-TZVPD) on a molecular structure, C37H83BrClF3IN11O14P2Si2.

## Properties
E_HOMO, Ha: -0.2783
Molecular weight, g/mol: 1323.509
Total charge: 0

Atoms and positions in Å:
1 C -0.46 1.78 -0.90
2 C 0.54 1.12 -1.11
3 C 1.96 0.61 -1.20
4 Si 2.84 0.28 0.44
5 O 2.67 1.42 1.67
6 Si 1.21 1.58 2.48
7 Cl 1.59 2.30 4.44
8 P -0.07 -0.22 2.63
9 O -1.22 -0.28 1.42
10 Br -1.31 0.07 4.52
11 P 2.60 -1.87 1.10
12 O 3.75 -2.80 0.29
13 I 3.31 -1.82 3.44
14 C 4.73 0.38 -0.04
15 F 4.96 -0.42 -1.14
16 F 5.53 -0.01 1.00
17 F 5.08 1.67 -0.38
18 H -1.33 2.36 -0.60
19 H 1.93 -0.37 -1.75
20 H 2.61 1.28 -1.82
21 H 0.45 2.67 1.83
22 H -0.88 -0.77 0.65
23 H 4.50 -2.96 0.89
24 C 0.21 -5.30 2.35
25 O 1.10 -4.71 1.76
26 N -0.65 -4.74 3.22
27 C -1.69 -5.51 3.89
28 C -0.54 -3.32 3.49
29 H 0.04 -6.38 2.22
30 H -2.67 -5.10 3.62
31 H -1.55 -5.45 4.97
32 H -1.65 -6.56 3.58
33 H -0.67 -2.77 2.56
34 H 0.45 -3.10 3.89
35 H -1.30 -3.01 4.20
36 C -5.35 -6.18 3.89
37 O -4.37 -5.50 3.63
38 N -6.58 -5.96 3.38
39 C -7.72 -6.79 3.71
40 C -6.74 -4.84 2.47
41 H -5.31 -7.04 4.58
42 H -8.12 -7.24 2.80
43 H -8.50 -6.17 4.17
44 H -7.44 -7.58 4.40
45 H -6.08 -4.97 1.61
46 H -6.46 -3.92 2.98
47 H -7.77 -4.77 2.13
48 C -0.26 5.20 -1.27
49 O -1.22 4.73 -0.67
50 N -0.34 6.03 -2.33
51 C 0.84 6.55 -2.99
52 C -1.65 6.41 -2.82
53 H 0.78 4.97 -0.97
54 H 0.83 7.64 -2.94
55 H 0.83 6.24 -4.04
56 H 1.75 6.18 -2.52
57 H -2.21 6.91 -2.03
58 H -2.20 5.52 -3.12
59 H -1.55 7.08 -3.68
60 C -6.38 -4.90 -1.95
61 O -6.27 -4.38 -0.86
62 N -6.05 -6.18 -2.25
63 C -6.20 -6.73 -3.58
64 C -5.54 -7.03 -1.19
65 H -6.76 -4.34 -2.82
66 H -6.88 -7.57 -3.55
67 H -5.23 -7.06 -3.94
68 H -6.60 -5.98 -4.27
69 H -6.27 -7.10 -0.39
70 H -4.62 -6.59 -0.78
71 H -5.32 -8.03 -1.58
72 C 3.39 -1.75 7.41
73 O 4.16 -1.36 6.54
74 N 2.71 -0.94 8.24
75 C 1.82 -1.46 9.26
76 C 2.87 0.49 8.12
77 H 3.20 -2.82 7.58
78 H 0.81 -1.08 9.08
79 H 2.16 -1.14 10.24
80 H 1.80 -2.55 9.23
81 H 2.58 0.80 7.11
82 H 3.92 0.75 8.27
83 H 2.26 1.01 8.86
84 C -3.46 -3.49 -4.23
85 O -3.51 -3.58 -5.44
86 N -2.88 -2.50 -3.53
87 C -2.87 -2.48 -2.08
88 C -2.23 -1.41 -4.24
89 H -3.92 -4.26 -3.57
90 H -3.37 -1.57 -1.73
91 H -1.84 -2.48 -1.72
92 H -3.40 -3.35 -1.68
93 H -2.96 -0.91 -4.88
94 H -1.43 -1.82 -4.87
95 H -1.80 -0.70 -3.54
96 C -6.80 -10.39 -4.05
97 O -6.54 -9.72 -3.07
98 N -8.00 -10.95 -4.32
99 C -8.24 -11.74 -5.51
100 C -9.08 -10.75 -3.37
101 H -6.04 -10.60 -4.83
102 H -9.04 -11.28 -6.09
103 H -8.54 -12.75 -5.22
104 H -7.34 -11.80 -6.12
105 H -9.28 -9.68 -3.27
106 H -8.79 -11.15 -2.40
107 H -9.98 -11.26 -3.72
108 C 1.57 -0.13 -4.08
109 O 0.51 -0.55 -3.64
110 N 1.69 0.82 -5.03
111 C 2.98 1.27 -5.51
112 C 0.49 1.42 -5.58
113 H 2.54 -0.52 -3.72
114 H 3.09 2.34 -5.32
115 H 3.05 1.09 -6.58
116 H 3.79 0.74 -5.01
117 H -0.09 1.89 -4.77
118 H -0.13 0.64 -6.03
119 H 0.74 2.17 -6.33
120 C 6.46 0.22 10.89
121 O 5.43 -0.25 10.46
122 N 7.47 0.71 10.13
123 C 8.68 1.25 10.71
124 C 7.32 0.69 8.68
125 H 6.67 0.28 11.97
126 H 8.79 2.29 10.40
127 H 9.54 0.68 10.35
128 H 8.65 1.20 11.80
129 H 6.44 1.26 8.40
130 H 7.19 -0.34 8.35
131 H 8.21 1.11 8.21
132 C 3.17 8.37 -4.49
133 O 2.15 7.90 -4.95
134 N 4.19 8.89 -5.21
135 C 5.38 9.43 -4.60
136 C 4.07 8.91 -6.66
137 H 3.36 8.41 -3.40
138 H 5.48 10.48 -4.88
139 H 6.25 8.88 -4.95
140 H 5.33 9.35 -3.51
141 H 3.19 9.49 -6.95
142 H 3.95 7.89 -7.03
143 H 4.96 9.36 -7.10
144 C 4.27 12.61 -4.09
145 O 4.15 12.38 -5.28
146 N 4.79 13.74 -3.56
147 C 4.90 13.93 -2.12
148 C 5.24 14.79 -4.45
149 H 3.96 11.87 -3.32
150 H 4.33 14.81 -1.83
151 H 5.95 14.09 -1.86
152 H 4.53 13.07 -1.58
153 H 4.40 15.12 -5.07
154 H 6.02 14.40 -5.10
155 H 5.62 15.63 -3.88

Mulliken population analysis, charges in e, atoms 1 to 99: number 1, C, carries -0.12; number 2, C, carries -0.71; number 3, C, carries -0.15; number 4, Si, carries 0.05; number 5, O, carries -0.23; number 6, Si, carries 0.62; number 7, Cl, carries -0.34; number 8, P, carries 0.42; number 9, O, carries -0.38; number 10, Br, carries -0.32; number 11, P, carries 0.33; number 12, O, carries -0.44; number 13, I, carries -0.01; number 14, C, carries 0.62; number 15, F, carries -0.23; number 16, F, carries -0.23; number 17, F, carries -0.27; number 18, H, carries 0.51; number 19, H, carries -0.04; number 20, H, carries 0.46; number 21, H, carries -0.19; number 22, H, carries 0.30; number 23, H, carries 0.32; number 24, C, carries 0.01; number 25, O, carries -0.53; number 26, N, carries 0.29; number 27, C, carries -1.13; number 28, C, carries -0.89; number 29, H, carries 0.22; number 30, H, carries 0.65; number 31, H, carries 0.32; number 32, H, carries 0.27; number 33, H, carries 0.34; number 34, H, carries 0.15; number 35, H, carries 0.36; number 36, C, carries 0.06; number 37, O, carries -0.67; number 38, N, carries 0.21; number 39, C, carries -0.90; number 40, C, carries -0.96; number 41, H, carries 0.28; number 42, H, carries 0.31; number 43, H, carries 0.33; number 44, H, carries 0.30; number 45, H, carries 0.27; number 46, H, carries 0.32; number 47, H, carries 0.36; number 48, C, carries 0.23; number 49, O, carries -0.69; number 50, N, carries 0.22; number 51, C, carries -0.88; number 52, C, carries -0.98; number 53, H, carries 0.25; number 54, H, carries 0.32; number 55, H, carries 0.37; number 56, H, carries 0.19; number 57, H, carries 0.31; number 58, H, carries 0.30; number 59, H, carries 0.34; number 60, C, carries -0.03; number 61, O, carries -0.53; number 62, N, carries 0.19; number 63, C, carries -0.78; number 64, C, carries -0.92; number 65, H, carries 0.31; number 66, H, carries 0.21; number 67, H, carries 0.33; number 68, H, carries 0.31; number 69, H, carries 0.24; number 70, H, carries 0.31; number 71, H, carries 0.36; number 72, C, carries 0.07; number 73, O, carries -0.61; number 74, N, carries 0.29; number 75, C, carries -0.98; number 76, C, carries -0.71; number 77, H, carries 0.32; number 78, H, carries 0.35; number 79, H, carries 0.32; number 80, H, carries 0.31; number 81, H, carries 0.24; number 82, H, carries 0.04; number 83, H, carries 0.41; number 84, C, carries 0.31; number 85, O, carries -0.65; number 86, N, carries 0.18; number 87, C, carries -0.80; number 88, C, carries -1.02; number 89, H, carries 0.11; number 90, H, carries 0.30; number 91, H, carries 0.33; number 92, H, carries 0.22; number 93, H, carries 0.34; number 94, H, carries 0.28; number 95, H, carries 0.36; number 96, C, carries 0.10; number 97, O, carries -0.59; number 98, N, carries 0.12; number 99, C, carries -0.92